(1)
Here is C37H47N5O2PSeV as an isolated structure at a distorted geometry from the OMol25 dataset. Energies are from wB97M-V/def2-TZVPD.

Results
orbital gap (alpha / beta)	0.1082 / 0.1082	Ha
charge	+4
HOMO (alpha / beta)	-18.07 / -18.06	eV

Geometry as XYZ:
```
94
C37H47N5O2PSeV | the OMol25 dataset | wB97M-V/def2-TZVPD
V 0.264 0.191 0.707
O 0.033 4.065 4.625
C -0.112 4.671 3.479
C -0.297 6.076 3.525
C -0.467 6.778 2.368
C -0.457 6.114 1.121
C -0.268 4.746 1.056
C -0.090 3.993 2.211
C 0.078 2.587 2.140
O 0.146 1.960 0.931
N 0.191 1.808 3.154
N 0.321 0.531 2.737
C 0.527 -0.424 3.573
C 0.510 -1.747 2.984
C 0.576 -2.925 3.685
C 0.384 -4.125 2.997
C 0.098 -4.087 1.641
C 0.053 -2.863 0.994
N 0.295 -1.711 1.640
H 0.125 3.092 4.541
H -0.305 6.551 4.498
H -0.618 7.849 2.408
H -0.605 6.675 0.208
H -0.276 4.255 0.093
H 0.622 -0.231 4.637
H 0.747 -2.914 4.754
H 0.429 -5.067 3.528
H -0.099 -4.989 1.076
H -0.197 -2.809 -0.059
Se -2.883 -1.063 1.182
N -1.575 -0.261 0.148
C -2.159 0.153 -1.012
C -1.533 0.775 -2.102
C -2.306 1.095 -3.193
C -3.704 0.820 -3.265
C -4.345 0.211 -2.240
C -3.579 -0.144 -1.085
N -4.086 -0.755 -0.035
H -0.465 0.971 -2.114
H -1.838 1.568 -4.048
H -4.243 1.099 -4.160
H -5.402 -0.019 -2.256
C 5.491 0.691 3.156
C 4.509 -0.476 3.248
C 3.952 -0.846 1.861
C 3.785 0.422 0.994
C 3.519 1.659 1.863
C 4.803 1.976 2.648
P 2.688 0.191 -0.442
C 2.791 1.585 -1.663
C 4.295 1.951 -1.951
C 4.667 3.334 -1.430
C 3.841 4.428 -2.121
C 2.418 3.933 -2.431
C 1.988 2.871 -1.417
C 3.042 -1.327 -1.402
C 2.835 -2.692 -0.738
C 2.798 -3.756 -1.847
C 3.899 -3.526 -2.907
C 5.009 -2.645 -2.347
C 4.502 -1.237 -1.982
H 6.314 0.411 2.495
H 5.943 0.872 4.129
H 3.691 -0.216 3.931
H 4.997 -1.350 3.678
H 2.998 -1.378 1.963
H 4.631 -1.537 1.363
H 4.728 0.614 0.462
H 2.717 1.429 2.562
H 3.208 2.527 1.276
H 4.555 2.639 3.477
H 5.483 2.534 2.002
H 2.387 1.093 -2.555
H 4.394 1.935 -3.040
H 4.990 1.207 -1.588
H 5.731 3.493 -1.603
H 4.537 3.376 -0.342
H 4.327 4.738 -3.044
H 3.803 5.311 -1.483
H 2.359 3.510 -3.437
H 1.712 4.765 -2.416
H 0.918 2.680 -1.504
H 2.168 3.248 -0.409
H 2.343 -1.245 -2.244
H 1.901 -2.731 -0.159
H 3.646 -2.884 -0.039
H 1.815 -3.739 -2.323
H 2.902 -4.738 -1.386
H 3.480 -3.062 -3.802
H 4.312 -4.479 -3.228
H 5.814 -2.519 -3.071
H 5.457 -3.121 -1.473
H 4.488 -0.605 -2.866
H 5.191 -0.793 -1.265
```

Here are the Mulliken charges for atoms 1 to 2, given in e: -1.02 -0.55


(2)
Here is C37H48BrN3O3SSiTi as an isolated structure at a distorted geometry from the OMol25 dataset. Energies are from wB97M-V/def2-TZVPD.

Results
orbital gap	0.2585	Ha
charge	+2
HOMO	-13.75	eV

Geometry as XYZ:
```
95
C37H48BrN3O3SSiTi | the OMol25 dataset | wB97M-V/def2-TZVPD
Ti 0.589 -0.410 -0.808
O -1.272 0.003 -1.161
C -1.331 -1.051 -1.926
O -0.251 -1.771 -1.867
C -2.427 -1.346 -2.792
C -3.605 -0.599 -2.695
C -4.626 -0.837 -3.592
C -4.463 -1.802 -4.584
C -3.287 -2.540 -4.682
C -2.263 -2.320 -3.782
H -3.712 0.150 -1.920
H -5.545 -0.269 -3.530
H -5.264 -1.979 -5.294
H -3.171 -3.282 -5.463
H -1.337 -2.877 -3.843
C 1.850 3.042 -5.011
C 1.228 2.309 -3.813
C 0.061 1.437 -4.303
C 0.697 3.342 -2.802
Si 2.524 1.225 -3.009
O 1.707 0.548 -1.608
C 2.928 -0.251 -4.071
C 3.492 -0.040 -5.339
C 3.733 -1.095 -6.206
C 3.429 -2.396 -5.824
C 2.893 -2.636 -4.567
C 2.646 -1.572 -3.708
C 4.003 2.117 -2.396
C 5.262 1.835 -2.937
C 6.386 2.538 -2.524
C 6.266 3.531 -1.562
C 5.023 3.824 -1.011
C 3.900 3.124 -1.427
H 1.095 3.676 -5.484
H 2.216 2.346 -5.773
H 2.685 3.683 -4.707
H -0.659 2.061 -4.843
H -0.479 0.987 -3.470
H 0.390 0.641 -4.977
H -0.141 3.893 -3.244
H 1.464 4.073 -2.532
H 0.330 2.878 -1.883
H 3.749 0.967 -5.660
H 4.155 -0.903 -7.187
H 3.617 -3.220 -6.504
H 2.668 -3.650 -4.251
H 2.228 -1.804 -2.745
H 5.368 1.058 -3.690
H 7.353 2.313 -2.956
H 7.143 4.083 -1.244
H 4.929 4.606 -0.265
H 2.934 3.372 -0.996
Br 2.999 1.006 1.212
C 1.227 1.200 1.803
C 1.006 1.840 3.003
C -0.294 1.941 3.469
C -1.324 1.391 2.723
C -1.023 0.777 1.534
N 0.239 0.678 1.053
H 1.844 2.244 3.553
H -0.498 2.443 4.409
H -2.352 1.441 3.054
H -1.801 0.353 0.925
C 5.789 -4.625 0.192
C 5.762 -3.816 -1.114
C 4.466 -3.045 -1.391
C 4.225 -1.829 -0.510
N 3.951 -2.168 0.897
C 2.788 -2.451 1.459
S 1.252 -2.281 0.665
N 2.788 -2.931 2.700
C 1.621 -3.386 3.491
C 1.190 -4.810 3.153
C 2.301 -5.842 3.330
C 2.845 -5.912 4.759
H 6.528 -5.425 0.136
H 4.818 -5.094 0.390
H 6.070 -4.020 1.062
H 5.908 -4.505 -1.946
H 6.608 -3.120 -1.137
H 3.606 -3.719 -1.303
H 4.486 -2.683 -2.422
H 3.397 -1.248 -0.884
H 5.101 -1.178 -0.513
H 4.766 -2.413 1.437
H 3.689 -3.160 3.092
H 0.805 -2.689 3.330
H 1.921 -3.317 4.535
H 0.820 -4.837 2.124
H 0.347 -5.057 3.805
H 3.117 -5.632 2.628
H 1.904 -6.816 3.044
H 3.464 -5.045 5.016
H 3.466 -6.797 4.894
H 2.030 -5.967 5.486
```

Here are the Mulliken charges for atoms 1 to 2, given in e: -0.85 -0.71


(3)
Here is C37H48ClF9N4O5Si4TeZn as an isolated structure at a distorted geometry from the OMol25 dataset. Energies are from wB97M-V/def2-TZVPD.

Results
orbital gap	0.1221	Ha
charge	-2
HOMO	-0.03	eV

Geometry as XYZ:
```
110
C37H48ClF9N4O5Si4TeZn | the OMol25 dataset | wB97M-V/def2-TZVPD
Zn 14.860 15.161 13.485
Cl 7.712 14.508 14.849
C 9.320 14.365 14.368
C 9.829 13.067 14.062
C 11.184 12.922 13.741
C 12.097 13.996 13.647
O 13.322 13.800 13.335
C 11.552 15.368 13.885
C 12.308 16.582 13.860
N 13.590 16.767 13.708
C 14.109 18.073 13.579
C 14.099 18.782 12.387
C 14.525 20.124 12.225
C 15.150 20.759 13.251
C 15.230 20.077 14.520
C 15.881 20.635 15.655
C 15.792 20.025 16.903
C 15.116 18.842 16.998
N 14.522 18.261 15.954
C 14.646 18.793 14.730
C 10.152 15.471 14.199
H 9.214 12.190 14.094
H 11.667 11.979 13.631
H 11.696 17.510 13.966
H 13.698 18.291 11.496
H 14.430 20.664 11.235
H 15.551 21.760 13.138
H 16.530 21.518 15.541
H 16.186 20.531 17.776
H 14.936 18.292 17.889
H 9.802 16.486 14.292
C 14.240 11.837 6.330
Si 14.634 10.331 7.421
C 16.470 10.137 7.707
C 14.145 8.803 6.371
Si 13.451 10.299 9.447
Te 14.436 10.417 11.701
Si 13.156 8.106 10.359
C 11.655 7.524 9.282
C 12.610 7.789 12.160
C 14.714 7.188 9.996
Si 11.450 11.494 9.347
C 11.963 13.303 9.606
C 10.278 10.914 10.677
C 10.500 11.124 7.763
H 15.248 12.235 6.139
H 13.675 12.655 6.785
H 13.803 11.581 5.367
H 16.961 11.015 7.241
H 16.823 9.191 7.315
H 16.748 10.199 8.743
H 15.051 8.295 6.053
H 13.529 9.034 5.470
H 13.499 8.065 6.867
H 10.720 7.825 9.707
H 11.597 6.434 9.149
H 11.734 7.964 8.261
H 12.338 6.719 12.192
H 11.752 8.456 12.521
H 13.504 7.905 12.828
H 14.737 6.749 9.003
H 14.909 6.379 10.681
H 15.637 7.857 10.075
H 13.017 13.453 9.236
H 11.893 13.482 10.683
H 11.293 13.964 9.123
H 10.583 10.004 11.205
H 9.291 10.721 10.238
H 10.164 11.721 11.395
H 10.898 11.412 6.795
H 9.500 11.558 7.857
H 10.283 10.070 7.576
C 19.011 13.617 12.387
C 19.135 15.061 11.827
C 18.002 15.579 10.836
C 18.192 17.131 10.755
C 19.457 17.630 10.066
C 18.208 14.840 9.461
O 19.225 14.846 8.789
N 17.057 14.287 8.926
C 15.927 13.870 9.711
O 15.232 12.919 9.304
N 15.729 14.532 10.853
C 16.618 15.361 11.437
O 16.327 15.943 12.530
H 18.246 13.044 11.787
H 18.669 13.676 13.419
H 19.979 13.091 12.352
H 20.174 15.236 11.456
H 19.138 15.737 12.663
H 18.346 17.479 11.792
H 17.311 17.642 10.356
H 20.230 17.600 10.822
H 19.382 18.670 9.695
H 19.646 16.922 9.264
H 17.223 13.629 8.142
F 16.020 15.860 15.837
C 16.808 14.762 16.067
F 17.095 14.685 17.412
F 17.977 15.000 15.351
C 16.051 13.476 15.508
O 15.840 13.646 14.172
C 14.677 13.361 16.279
F 14.048 12.245 15.852
F 14.798 13.340 17.657
F 13.826 14.405 15.978
C 16.829 12.072 15.747
F 18.154 12.225 15.404
F 16.227 11.176 14.893
F 16.723 11.600 17.033
```

Here are the Mulliken charges for atoms 1 to 2, given in e: 2.64 -0.29